No. 1
{
  "formula": "C4H10N2O",
  "method": "the ωB97M-V functional and the def2-TZVPD basis",
  "fmax_ev_per_a": 2.28,
  "e_tot_ev": -9335.696,
  "smiles": "N/C=C/N.C=CO",
  "homo_ev": -8.3565,
  "homo_lumo_gap_ev": 9.08,
  "symbols": ["O", "N", "N", "C", "C", "C", "C", "H", "H", "H", "H", "H", "H", "H", "H", "H", "H"],
  "positions_angstrom": [[2.606, 0.539, 1.497], [-2.510, -0.998, -0.792], [0.597, 0.692, -2.181], [-0.341, -0.328, -1.822], [0.338, 0.501, 2.127], [-1.575, -0.026, -1.308], [1.572, -0.055, 2.195], [-2.500, -0.969, 0.223], [-0.507, -0.139, 2.398], [0.167, 1.479, 1.684], [1.765, -1.090, 2.502], [0.010, -1.365, -1.831], [-3.440, -0.809, -1.100], [1.316, 0.306, -2.776], [-1.997, 0.977, -1.401], [3.479, 0.341, 1.901], [1.021, 0.943, -1.314]]
}

No. 2
{
  "formula": "C4H10N2O",
  "method": "the ωB97M-V functional and the def2-TZVPD basis",
  "fmax_ev_per_a": 4.69,
  "e_tot_ev": -9336.598,
  "smiles": "CN(C)CC(N)=O",
  "homo_ev": -8.8430,
  "homo_lumo_gap_ev": 9.53,
  "symbols": ["O", "N", "N", "C", "C", "C", "C", "H", "H", "H", "H", "H", "H", "H", "H", "H", "H"],
  "positions_angstrom": [[-0.668, 1.787, 0.538], [0.817, -0.685, 0.526], [-1.117, 1.451, -1.745], [-0.076, -0.979, 1.703], [-0.760, 1.065, -0.489], [1.649, -1.864, 0.234], [-0.026, -0.262, -0.684], [-0.983, -1.702, 1.474], [-1.261, 2.459, -1.902], [0.603, -1.577, 2.384], [-0.436, 1.140, -2.440], [-0.849, -0.935, -0.943], [1.018, -2.895, 0.086], [2.276, -2.036, 1.048], [2.315, -1.680, -0.638], [-0.550, -0.121, 2.156], [0.593, -0.069, -1.581]]
}

No. 3
{
  "formula": "C4H10N2O",
  "method": "the ωB97M-V functional and the def2-TZVPD basis",
  "fmax_ev_per_a": 2.35,
  "e_tot_ev": -9335.870,
  "smiles": "C=NOC(C)(C)N",
  "homo_ev": -9.6169,
  "homo_lumo_gap_ev": 10.68,
  "symbols": ["O", "N", "N", "C", "C", "C", "C", "H", "H", "H", "H", "H", "H", "H", "H", "H", "H"],
  "positions_angstrom": [[0.895, 0.299, 0.383], [0.656, -0.592, 1.526], [-0.050, 1.496, -1.366], [-0.189, 0.230, -0.521], [-0.032, -0.964, -1.458], [-1.566, 0.239, 0.152], [1.695, -0.565, 2.280], [-1.633, 1.040, 0.896], [-0.157, -1.905, -0.912], [1.708, -1.138, 3.220], [2.597, 0.023, 2.040], [0.969, -0.988, -1.902], [-2.368, 0.369, -0.583], [-0.797, 2.143, -1.122], [-0.774, -0.940, -2.264], [-1.757, -0.703, 0.677], [0.803, 1.956, -1.047]]
}

No. 4
{
  "formula": "C4H10N2O",
  "method": "the ωB97M-V functional and the def2-TZVPD basis",
  "fmax_ev_per_a": 0.41,
  "e_tot_ev": -9335.911,
  "homo_ev": -7.0641,
  "homo_lumo_gap_ev": 7.63,
  "symbols": ["O", "N", "N", "C", "C", "C", "C", "H", "H", "H", "H", "H", "H", "H", "H", "H", "H"],
  "positions_angstrom": [[-0.655, -0.600, -1.864], [1.877, -0.725, -0.411], [-0.185, -0.770, 0.552], [-1.774, -0.275, -1.189], [-1.443, -0.019, 0.389], [0.980, -0.167, 0.406], [1.315, 1.089, 1.138], [-2.201, -0.413, 1.067], [2.779, -0.294, -0.523], [1.146, 1.942, 0.476], [-2.284, 0.649, -1.533], [-0.247, -1.527, -0.144], [0.700, 1.204, 2.027], [2.369, 1.091, 1.424], [-2.556, -1.070, -1.179], [1.455, -1.154, -1.237], [-1.277, 1.036, 0.603]]
}

No. 5
{
  "formula": "C4H10N2O",
  "method": "the ωB97M-V functional and the def2-TZVPD basis",
  "fmax_ev_per_a": 5.31,
  "e_tot_ev": -9336.223,
  "smiles": "CNC(=O)[C@H](C)N",
  "homo_ev": -8.6267,
  "homo_lumo_gap_ev": 9.57,
  "symbols": ["O", "N", "N", "C", "C", "C", "C", "H", "H", "H", "H", "H", "H", "H", "H", "H", "H"],
  "positions_angstrom": [[-0.366, 1.822, -1.064], [-0.751, -0.363, -1.494], [1.018, -1.069, 0.797], [1.360, 1.409, 1.062], [-1.817, -1.134, -0.816], [-0.187, 0.607, -0.744], [0.463, 0.265, 0.790], [2.058, 1.171, 1.930], [-0.365, 0.285, 1.539], [-1.436, -1.312, 0.212], [-2.715, -0.580, -0.602], [1.062, 2.433, 1.155], [-2.091, -1.998, -1.550], [-0.802, 0.062, -2.451], [0.362, -1.781, 0.325], [2.044, -1.176, 0.682], [2.163, 1.357, 0.230]]
}

No. 6
{
  "formula": "C4H10N2O",
  "method": "the ωB97M-V functional and the def2-TZVPD basis",
  "fmax_ev_per_a": 4.46,
  "e_tot_ev": -9336.618,
  "smiles": "CNCC(=O)NC",
  "homo_ev": -8.4777,
  "homo_lumo_gap_ev": 9.35,
  "symbols": ["O", "N", "N", "C", "C", "C", "C", "H", "H", "H", "H", "H", "H", "H", "H", "H", "H"],
  "positions_angstrom": [[-0.094, 2.515, -0.841], [1.221, 0.803, -0.060], [-1.787, -0.085, 0.234], [0.084, 1.362, -0.623], [-0.905, 0.241, -0.986], [-1.135, -0.973, 1.271], [1.938, -0.401, -0.334], [1.192, -1.192, -0.259], [1.770, 1.440, 0.474], [2.434, -0.433, -1.320], [-2.360, 0.649, 0.534], [-0.449, -0.620, -1.335], [-1.584, 0.622, -1.688], [-0.281, -0.500, 1.597], [2.737, -0.400, 0.470], [-1.924, -1.134, 2.149], [-0.859, -1.894, 0.719]]
}

No. 7
{
  "formula": "C4H10N2O",
  "method": "the ωB97M-V functional and the def2-TZVPD basis",
  "fmax_ev_per_a": 1.17,
  "e_tot_ev": -9337.353,
  "smiles": "NC[C@@H](N)CC=O",
  "homo_ev": -9.0785,
  "homo_lumo_gap_ev": 9.90,
  "symbols": ["O", "N", "N", "C", "C", "C", "C", "H", "H", "H", "H", "H", "H", "H", "H", "H", "H"],
  "positions_angstrom": [[3.608, 0.732, -0.118], [-2.341, -0.662, -0.241], [-0.459, 1.423, 0.264], [2.434, 0.954, 0.011], [-0.927, -1.020, -0.022], [1.403, -0.141, 0.102], [-0.022, 0.199, -0.346], [-2.895, -1.158, 0.455], [-0.790, -1.272, 1.031], [-0.452, 1.351, 1.277], [-2.653, -1.040, -1.127], [2.051, 1.977, 0.111], [1.377, -0.386, 1.176], [1.744, -1.023, -0.454], [-0.658, -1.835, -0.697], [-1.411, 1.647, 0.010], [-0.009, 0.254, -1.431]]
}

No. 8
{
  "formula": "C4H10N2O",
  "method": "the ωB97M-V functional and the def2-TZVPD basis",
  "fmax_ev_per_a": 2.07,
  "e_tot_ev": -9337.103,
  "smiles": "CNCC(=O)NC",
  "homo_ev": -8.8818,
  "homo_lumo_gap_ev": 9.70,
  "symbols": ["O", "N", "N", "C", "C", "C", "C", "H", "H", "H", "H", "H", "H", "H", "H", "H", "H"],
  "positions_angstrom": [[-0.871, -0.991, -0.897], [-1.250, -0.463, 1.235], [1.186, 0.734, -1.407], [-1.447, 0.482, 2.340], [2.249, -0.316, -1.405], [0.536, 0.738, -0.097], [-0.598, -0.262, 0.040], [-2.293, 0.129, 2.970], [-1.489, 1.544, 2.171], [-0.641, 0.419, 3.062], [0.467, 0.496, -2.076], [0.001, 1.709, -0.057], [2.664, -0.461, -0.394], [1.389, 0.527, 0.643], [3.094, -0.079, -2.146], [1.848, -1.232, -1.811], [-1.864, -1.257, 1.297]]
}

No. 9
{
  "formula": "C4H10N2O",
  "method": "the ωB97M-V functional and the def2-TZVPD basis",
  "fmax_ev_per_a": 1.72,
  "e_tot_ev": -9334.299,
  "homo_ev": [-6.9803, -7.5519],
  "homo_lumo_gap_ev": [7.47, 7.76],
  "symbols": ["O", "N", "N", "C", "C", "C", "C", "H", "H", "H", "H", "H", "H", "H", "H", "H", "H"],
  "positions_angstrom": [[-1.800, 0.467, -0.165], [0.628, -2.093, 0.581], [-1.410, -0.841, 1.728], [1.667, 1.335, -0.079], [-1.311, 1.174, -1.198], [-0.073, -1.208, -0.148], [-1.126, -0.518, 0.508], [1.601, 0.787, 0.854], [-2.134, -0.256, 2.129], [2.174, 0.742, -0.835], [0.281, -2.188, 1.529], [2.236, 2.244, 0.084], [0.162, -1.080, -1.191], [0.622, 1.616, -0.447], [-0.654, 0.742, -1.934], [1.149, -2.834, 0.144], [-2.012, 1.911, -1.561]]
}

No. 10
{
  "formula": "C4H10N2O",
  "method": "the ωB97M-V functional and the def2-TZVPD basis",
  "fmax_ev_per_a": 3.74,
  "e_tot_ev": -9334.634,
  "homo_ev": -7.8360,
  "homo_lumo_gap_ev": 8.64,
  "symbols": ["O", "N", "N", "C", "C", "C", "C", "H", "H", "H", "H", "H", "H", "H", "H", "H", "H"],
  "positions_angstrom": [[0.372, -0.360, -0.685], [1.138, 1.631, 0.106], [2.594, -0.145, -0.455], [1.367, 0.428, -0.298], [-2.038, -0.457, -0.789], [-0.741, -1.185, 1.233], [-0.851, -0.419, 0.131], [-1.913, -1.225, -1.552], [-2.129, 0.501, -1.299], [-0.286, 1.819, 0.586], [1.925, 2.120, 0.517], [2.627, -1.041, -0.918], [-1.107, 1.429, 0.725], [-2.941, -0.685, -0.228], [0.202, -1.312, 1.741], [-1.629, -1.538, 1.731], [3.407, 0.440, -0.545]]
}

No. 11
{
  "formula": "C4H10N2O",
  "method": "the ωB97M-V functional and the def2-TZVPD basis",
  "fmax_ev_per_a": 0.43,
  "e_tot_ev": -9333.281,
  "homo_ev": -8.5985,
  "homo_lumo_gap_ev": 9.21,
  "symbols": ["O", "N", "N", "C", "C", "C", "C", "H", "H", "H", "H", "H", "H", "H", "H", "H", "H"],
  "positions_angstrom": [[0.972, 1.472, 1.093], [-0.754, -0.167, 1.529], [-1.716, 0.883, 1.465], [0.396, -0.495, -0.706], [0.062, 0.554, -1.726], [0.724, 0.282, 1.117], [1.022, -1.637, -1.004], [0.396, 1.533, -1.369], [-1.202, 1.756, 1.601], [-1.018, 0.622, -1.889], [-2.075, 0.906, 0.515], [0.531, 0.362, -2.696], [1.290, -2.355, -0.232], [-0.808, -0.620, 2.439], [-0.521, -0.672, 0.414], [1.299, -1.917, -2.020], [1.402, -0.506, 1.468]]
}

No. 12
{
  "formula": "C4H10N2O",
  "method": "the ωB97M-V functional and the def2-TZVPD basis",
  "fmax_ev_per_a": 5.78,
  "e_tot_ev": -9334.809,
  "homo_ev": -8.9616,
  "homo_lumo_gap_ev": 9.74,
  "symbols": ["O", "N", "N", "C", "C", "C", "C", "H", "H", "H", "H", "H", "H", "H", "H", "H", "H"],
  "positions_angstrom": [[-1.402, 1.486, 1.035], [0.129, -0.677, -1.162], [-2.156, -0.624, 0.429], [0.990, -0.840, 0.016], [1.883, 0.344, 0.349], [-0.733, 0.508, -1.097], [-1.541, 0.446, 0.254], [-0.618, 0.736, 1.182], [2.425, 0.737, -0.508], [-3.031, -0.579, 0.942], [-1.465, 0.391, -1.893], [0.399, -1.182, 0.882], [-0.105, 1.397, -1.121], [2.680, -0.036, 0.996], [1.390, 1.122, 0.936], [-0.453, -1.500, -1.093], [1.609, -1.730, -0.148]]
}